Entry 1:
77
Properties=species:S:1:pos:R:3:mulliken_spin:R:1 method="wB97M-V/def2-TZVPD" lumo_ev="-0.63 / -0.62" gap_ev="6.7 / 7.2" multiplicity=5 total_charge=0 homo_energy_ev="-7.3 / -7.8" energy_ha=-3175.67439
Cr -0.7783 0.2846 1.1876 4.15
C 3.5071 4.0671 1.8730 0.00
C 3.5358 3.8806 0.5226 0.00
C 4.5104 2.9654 -0.1671 0.00
C 4.1226 1.4569 -0.0611 -0.01
C 4.1993 0.8033 1.2985 0.00
C 4.6045 1.3905 2.4739 0.00
C 5.4853 2.5970 2.6373 0.00
C 4.7209 3.9681 2.7329 0.00
C -1.9973 1.6109 2.4673 -0.34
H 2.5543 4.3423 2.3442 0.00
H 2.7966 4.3757 -0.1352 0.00
H 5.5308 3.1089 0.1951 0.00
H 4.4914 3.2137 -1.2413 0.00
H 3.0714 1.3133 -0.3638 0.01
H 4.7308 0.8887 -0.7914 0.00
H 3.9635 -0.2745 1.3498 0.00
H 4.2599 1.0105 3.4299 0.00
H 6.2214 2.6651 1.8214 0.00
H 6.0459 2.5097 3.5939 0.00
H 4.4141 4.1679 3.7656 0.00
H 5.4079 4.7674 2.4032 0.00
H -1.6647 2.6817 2.5898 0.01
H -2.0552 1.1589 3.5028 0.01
H -3.0001 1.5886 1.9491 0.00
P -2.2522 -0.2054 -1.5739 -0.07
P -1.1027 -1.8828 0.4266 0.10
C -0.9381 -1.2993 -2.1702 -0.02
C -0.2980 -1.9847 -1.1934 0.04
C -3.4607 -0.1538 -3.0098 0.02
C -3.1615 -0.5443 -4.3287 0.01
C -4.0967 -0.3309 -5.3544 0.00
C -5.3502 0.2199 -5.0707 0.00
C -5.6879 0.5239 -3.7443 0.00
C -4.7598 0.3189 -2.7217 0.00
C -1.3816 1.3696 -1.6894 0.10
C -0.3519 1.5834 -0.7384 -0.08
C 0.3971 2.7792 -0.7880 0.02
C 0.2027 3.6584 -1.8455 -0.02
C -0.7860 3.4117 -2.8165 0.04
C -1.6106 2.2814 -2.7134 -0.01
C -2.2408 -3.3999 0.2640 0.03
C -3.2767 -3.4335 -0.7040 0.00
C -4.0612 -4.5785 -0.9193 0.00
C -3.8344 -5.7473 -0.1903 0.00
C -2.7873 -5.7581 0.7333 0.00
C -1.9814 -4.6219 0.9200 0.00
C 0.1614 -2.4875 1.6012 -0.01
C -0.2141 -2.4428 2.9579 0.03
C 0.7281 -2.7155 3.9432 0.00
C 2.0278 -3.0819 3.5816 0.00
C 2.3800 -3.1946 2.2329 0.00
C 1.4429 -2.9090 1.2322 0.04
H -0.6849 -1.3626 -3.2268 0.00
H 0.5149 -2.6910 -1.3583 0.00
H -2.2103 -1.0121 -4.5701 0.00
H -3.8449 -0.5896 -6.3879 0.00
H -6.0631 0.4184 -5.8757 0.00
H -6.6736 0.9347 -3.5162 0.00
H -5.0279 0.5318 -1.6862 0.00
H 0.1839 0.6151 -0.3420 -0.06
H 1.0995 3.0066 0.0052 0.04
H 0.8213 4.5496 -1.9246 0.00
H -0.9189 4.1159 -3.6529 0.00
H -2.4080 2.1237 -3.4402 0.00
H -3.4868 -2.5535 -1.3163 0.00
H -4.8694 -4.5582 -1.6526 0.00
H -4.4748 -6.6252 -0.3235 0.00
H -2.6033 -6.6577 1.3230 0.00
H -1.1345 -4.7069 1.6083 0.00
H -1.2328 -2.1628 3.2243 0.00
H 0.4424 -2.6338 4.9926 0.00
H 2.7642 -3.2837 4.3615 0.00
H 3.3924 -3.5013 1.9635 0.00
H 1.7271 -3.0044 0.1863 0.00
N 1.5321 1.8298 3.3231 0.04
C 0.7708 1.3002 2.5863 -0.09

Entry 2:
82
Properties=species:S:1:pos:R:3:mulliken_spin:R:1 method="wB97M-V/def2-TZVPD" lumo_ev="0.23 / 0.22" gap_ev="7.9 / 7.9" e_above_lowest_kcal_mol=63.7 multiplicity=4 total_charge=0 homo_energy_ev="-7.7 / -7.7" energy_ha=-2929.15455
Er -0.2537 0.7591 -0.0154 3.02
C -0.4530 -2.6659 -1.3546 0.00
N -0.2023 -1.2310 -1.7725 -0.01
C -1.2621 -0.9811 -2.7832 0.00
C -2.3082 0.0876 -2.3317 0.00
C -3.1276 -0.4283 -1.2307 0.00
N -2.3273 -0.7211 -0.1158 0.00
C -2.6462 -1.6924 0.6910 0.00
C -1.9889 -2.0406 1.9359 0.00
C -2.6826 -2.8362 2.8530 0.00
C -2.3110 -2.9821 4.1371 0.00
C -1.1498 -2.3775 4.6296 0.00
C -0.3948 -1.6824 3.7238 0.00
C -0.7521 -1.4806 2.3760 0.00
O -0.0066 -0.6982 1.6852 -0.01
C 1.1734 -1.1687 -2.5364 0.00
C 2.3124 -1.7119 -1.7057 0.00
C 2.4662 -1.0579 -0.3494 0.00
N 2.1497 0.3972 -0.4714 -0.01
C 3.0486 1.2353 -0.8374 0.00
C 2.7988 2.6132 -1.1498 0.00
C 3.8190 3.5354 -1.0796 0.00
C 3.5858 4.8730 -1.3515 0.00
C 2.2805 5.2090 -1.8543 0.00
C 1.2600 4.3186 -2.0712 0.00
C 1.4850 3.0036 -1.6111 0.00
O 0.4677 2.1947 -1.6016 0.00
H -0.0033 -3.3392 -2.0232 0.00
H -1.5356 -2.9448 -1.2378 0.00
H -0.1701 -2.8169 -0.2810 0.00
H -1.7626 -1.8971 -2.9153 0.00
H -0.8247 -0.6823 -3.7005 0.00
H -3.0138 0.3625 -3.0666 0.00
H -1.8799 1.0677 -2.0816 0.00
H -3.8340 -1.2599 -1.5989 0.00
H -3.8652 0.3516 -0.9825 0.00
H -3.6619 -2.2043 0.4272 0.00
H -3.6846 -3.2379 2.6096 0.00
H -2.9840 -3.4893 4.8843 0.00
H -0.9670 -2.3828 5.6436 0.00
H 0.5565 -1.1710 3.9796 0.00
H 1.2808 -0.0946 -2.7667 0.00
H 1.0651 -1.5510 -3.5574 0.00
H 3.1819 -1.3731 -2.3174 0.00
H 2.1365 -2.8238 -1.7052 0.00
H 3.4860 -1.0934 0.0209 0.00
H 1.7621 -1.5101 0.3397 0.00
H 4.0579 0.8877 -0.8232 0.00
H 4.7920 3.1267 -0.5694 0.00
H 4.3868 5.6351 -1.2581 0.00
H 2.2238 6.2554 -2.1676 0.00
H 0.3359 4.6231 -2.4914 0.00
C 1.3559 4.4334 1.9656 0.00
C 0.2836 3.5426 1.4943 0.00
O 0.5101 2.3218 1.5073 0.00
C -0.9669 4.1313 1.0874 0.00
C -1.0255 5.4890 0.9848 0.00
C -2.2388 6.0788 0.6336 0.00
C -3.3712 5.2809 0.5062 0.00
C -3.3284 3.9107 0.4322 0.00
C -2.0278 3.3315 0.6659 0.00
O -1.8909 2.0313 0.4819 0.00
H 2.0267 3.9058 2.6510 0.00
H 0.9846 5.3756 2.3837 0.00
H 1.9653 4.5750 1.0761 0.00
H -0.2303 6.1072 1.3186 0.00
H -2.3567 7.1415 0.7394 0.00
H -4.3082 5.8156 0.3325 0.00
H -4.1554 3.2089 0.2511 0.00
N 1.8963 -5.7485 -3.1912 0.00
C 1.6592 -5.6731 -2.0594 0.00
C 1.2484 -5.4568 -0.6877 0.00
C 0.1225 -6.0687 -0.1886 0.00
C -0.2471 -5.7288 1.1504 0.00
C 0.4779 -4.7347 1.8714 0.00
C 1.6612 -4.2591 1.2997 0.00
C 2.1061 -4.6340 0.0445 0.00
H -0.4095 -6.7939 -0.7859 0.00
H -1.2022 -6.1309 1.5396 0.00
H 0.0828 -4.4458 2.8072 0.00
H 2.2529 -3.5758 1.8844 0.00
H 3.0653 -4.3399 -0.3655 0.00